A 2-piece molecular cluster, C4H6O2 overall. Source: OMol25; level of theory: ωB97M-V/def2-TZVPD.

Geometry as XYZ:
```
12
Properties=species:S:1:pos:R:3:forces:R:3
H 2.881966 0.010990 -0.056447 0.1689 -0.1594 -0.0418
H -0.502557 -1.510371 0.925940 0.0056 0.1712 -0.0671
H -1.969843 1.086160 0.805686 -0.0283 -0.0931 -0.1006
C 1.037836 0.926667 0.200756 -0.2637 -0.0366 0.1400
C -0.449091 -0.495970 0.530392 -0.1540 -0.1752 0.0577
C -1.679632 0.297539 0.104088 -0.2485 -0.0480 0.2350
O -1.001181 0.805053 -1.060228 -0.0375 0.0793 -0.0815
H 0.604154 -0.510152 -1.589477 -0.0458 0.1482 0.1557
O 0.450778 0.371053 1.265790 0.1356 0.2013 -0.0622
C 0.181545 0.045170 -0.750663 0.2421 -0.0878 -0.2360
H -2.544972 -0.309507 -0.178629 0.1228 0.0327 0.0127
H 2.991002 -0.716628 -0.197211 0.1028 -0.0325 -0.0120
```
Positions in Å, forces in eV/Å.

Properties
LUMO energy, eV: 0.535
Orbital gap, Ha: 0.3431
HOMO level, eV: -8.801
Energy relative to the best compared isomer or geometry (same formula, charge and spin), eV: 6.276
Maximum force, eV/Å: 0.35

Atomic partial charges in e from the Mulliken method, atoms 1 to 2: number 1, H, carries 0.0178; number 2, H, carries 0.4080

=====

An isolated molecule of C5H7NO. Source: OMol25; level of theory: ωB97M-V/def2-TZVPD.

Geometry as XYZ:
```
14
Properties=species:S:1:pos:R:3:forces:R:3
H -1.157926 0.209005 1.499569 -0.1203 0.0207 -0.1190
H 0.634466 -1.366281 0.864176 0.0905 -0.0765 0.0610
H -0.538409 -2.330188 -0.039973 -0.1043 0.1625 -0.0679
C 1.299151 1.220177 0.532105 -0.1186 -0.2121 0.1360
N -0.991032 0.556429 -0.660966 -0.1144 0.1334 0.0394
C -1.290244 -0.293903 0.543783 -0.1186 -0.0226 0.2897
C -0.200195 -1.316034 0.171040 -0.0277 -0.1147 -0.0517
C 0.040615 -0.439106 -1.050764 0.1844 -0.2633 -0.2316
C 0.424326 0.940818 -0.646626 0.1051 0.2165 0.0084
H 0.156097 -0.774581 -2.080552 0.0347 0.0736 0.2302
H -2.313905 -0.667518 0.448698 0.2408 0.0219 -0.0225
H 2.314901 1.559946 0.222385 -0.1630 0.0143 0.1367
H 0.661220 1.598084 -1.481198 -0.0533 -0.0560 0.0772
O 1.020182 1.080685 1.700404 0.1647 0.1023 -0.4858
```
Positions in Å, forces in eV/Å.

Properties
SMILES: O=C[C@H]1[C@H]2CCN21
LUMO energy, eV: 0.892
Orbital gap, Ha: 0.3795
HOMO level, eV: -9.435
Energy relative to the best compared isomer or geometry (same formula, charge and spin), eV: 2.724
Maximum force, eV/Å: 0.52

Atomic partial charges in e from the Mulliken method, atoms 1 to 2: number 1, H, carries 0.2507; number 2, H, carries 0.2114

=====

C19H48B2NO28 as an isolated structure at a distorted geometry. Source: OMol25; level of theory: ωB97M-V/def2-TZVPD.

Geometry as XYZ:
```
98
Properties=species:S:1:pos:R:3:forces:R:3
H 38.020361 -25.990910 29.018679 0.6877 -0.0236 -0.6938
O 38.881282 -17.918753 33.771106 -5.6216 -2.1345 1.3469
H 39.613261 -25.050877 34.734530 -2.2874 2.4734 -0.5757
B 35.949994 -19.271999 35.112244 2.0698 0.0561 -1.0135
O 32.366003 -20.346288 39.659878 -2.2744 -0.3673 1.4564
H 35.333258 -22.932660 40.303894 -1.4799 -1.7892 -0.7502
O 36.689775 -18.441524 31.982040 0.5612 1.2715 -7.2161
O 40.178999 -15.651084 33.011788 1.1339 2.4355 -1.5804
H 32.461317 -17.617237 36.657531 -1.4121 1.2934 -0.6786
C 38.765460 -22.874741 35.015906 -0.2044 1.8736 -1.7477
H 35.482185 -18.683058 29.407049 -0.7235 1.3576 1.0330
H 31.840578 -16.088976 36.427939 0.0326 -3.3247 -0.7660
H 37.524334 -23.370429 36.847639 -1.2577 -1.1108 -0.1848
O 34.129396 -14.498245 35.228644 0.3462 -1.6097 1.2902
H 37.920054 -27.896758 31.054117 -6.4337 -1.5621 -1.3472
O 31.765293 -17.091194 36.131464 1.4187 1.9437 1.4493
C 38.464275 -23.077356 36.481421 3.5169 -0.0108 0.0806
C 37.919233 -25.024904 29.483212 2.2514 0.5820 -1.9841
C 38.828770 -27.649725 31.204249 8.1459 4.0337 0.2722
H 38.015550 -21.968023 34.603172 1.7766 -2.7661 0.4375
H 35.693259 -21.574178 40.212146 -1.2460 4.7159 -2.5255
H 30.938944 -21.092856 36.621168 2.3911 -6.8587 -2.6408
H 40.177611 -26.323769 32.362631 -2.3437 -0.6888 -0.4379
O 34.981043 -18.631991 35.959146 3.0608 8.1389 -7.0253
B 34.559659 -15.610246 38.393828 0.3529 -0.6258 0.1473
C 36.671376 -18.778799 33.071273 2.9694 2.6114 1.7705
H 32.741110 -20.686381 33.478107 -0.2343 0.3943 -0.1246
O 36.618738 -15.584222 35.683074 -0.3645 -0.7450 0.8623
C 39.000612 -24.711542 30.464419 3.9611 -1.7960 -2.4355
H 34.716277 -23.716617 35.061458 0.4106 0.7134 -2.7295
H 40.479992 -15.547915 33.885701 1.4068 1.7529 1.9130
C 37.666368 -18.343556 34.068140 8.8348 2.2234 -1.7979
H 39.119248 -23.688753 30.558313 0.0801 2.2034 -0.1241
C 34.327301 -15.560862 40.546690 -1.6727 1.7299 9.8534
O 33.769172 -16.758614 38.812709 2.1030 0.0128 -5.2345
N 38.611068 -25.100196 31.831442 0.1496 0.2190 0.1634
H 40.151067 -18.386640 35.552171 -2.5089 0.2133 -1.8632
O 34.991231 -21.587951 37.341489 0.1625 4.3113 -1.4022
H 39.424815 -29.648069 30.989797 -0.0531 0.3429 0.7905
H 38.634342 -22.166139 36.997891 0.1128 1.2274 0.3251
H 39.218233 -16.331517 37.957868 -0.6889 -0.6105 -0.4885
H 35.969657 -24.375323 30.066223 -1.1780 1.9327 -0.7638
H 31.372758 -20.172557 39.847192 2.8301 -0.1750 -1.1125
H 39.787750 -20.258715 32.254299 2.5906 1.2324 -1.3721
O 35.720915 -19.258849 33.663816 -5.5980 -3.5951 4.2026
C 35.197516 -20.523102 36.625439 0.3619 -14.5936 6.5215
C 34.481741 -15.061664 36.266604 -4.8045 5.4539 -4.9740
C 36.714878 -25.070899 30.231424 -2.0157 -0.7139 3.2491
C 35.708661 -15.624374 36.506286 5.6549 -0.7288 -4.7669
H 40.630832 -28.899238 31.912790 1.7268 1.5851 -1.1997
H 39.822051 -22.483901 34.873451 -1.2346 0.0548 0.5022
O 40.608194 -20.176503 31.640901 -1.2655 -0.4419 0.9980
O 35.765530 -16.007978 37.676281 1.8756 -2.2465 4.7566
H 40.768814 -18.146608 36.754969 -1.5524 2.6254 7.2886
H 37.861819 -24.668619 34.496066 -1.7736 -1.0905 -0.6058
H 36.612078 -23.987650 32.162748 1.7021 -1.7174 -0.3117
O 35.987255 -15.847901 29.903841 2.9881 0.3555 -0.1395
H 38.689820 -26.840429 33.315076 0.0262 1.3442 -2.6054
H 39.460186 -29.192298 32.719664 -1.9291 -0.0099 0.3421
C 39.003344 -26.487914 32.208431 3.2556 -1.1360 2.4238
O 32.549631 -17.124631 40.503321 1.3703 0.4752 1.0507
H 39.420138 -27.357685 30.242172 -1.6030 -0.3264 1.2928
H 34.934433 -23.002168 36.430974 0.7337 2.1461 0.7464
O 34.858426 -14.912782 39.666091 3.1606 2.9638 -5.5716
O 36.033962 -20.639448 35.712922 2.0189 2.2125 -3.5731
H 36.150845 -25.981300 30.200663 0.0566 -0.8407 -0.6251
O 33.889779 -14.855916 37.388107 -2.2924 0.5960 1.7518
H 40.357628 -23.963603 32.674845 -0.2812 -1.6630 0.0511
H 32.639632 -20.097643 38.769938 -0.3487 0.3424 0.0901
C 34.533684 -19.378788 36.735844 -12.9835 2.0521 9.4302
O 30.687745 -20.328665 36.919183 -1.9845 7.0906 2.8546
O 35.891958 -19.335226 28.883748 1.9960 -0.1705 -3.3348
H 41.179631 -19.393326 31.824725 -1.3802 -0.7662 0.4183
H 32.503840 -19.135577 34.071376 1.7557 -4.0774 0.4511
O 32.984143 -20.114097 34.211247 -1.5367 3.7230 -0.0422
C 38.774713 -24.231119 34.244121 4.0429 -1.4331 1.3932
H 39.040679 -23.179560 32.548649 -1.7409 2.6714 -1.5703
H 36.258596 -16.728684 30.335683 0.0737 2.3059 -0.7199
C 39.266437 -24.143324 32.786173 -0.3205 -0.2160 1.9066
H 38.145375 -17.033164 37.184964 -8.3485 1.8530 -4.1831
H 36.849051 -15.235187 29.729897 -2.9714 -2.7670 1.0021
H 38.035106 -24.164150 28.803052 -0.5793 -0.7946 -0.4447
C 39.591346 -28.810510 31.711001 0.0553 -3.4737 0.1781
H 39.371382 -23.664101 36.819431 -1.4631 -0.1272 0.2570
H 40.075803 -25.045675 29.960308 -2.4636 0.3208 2.1624
O 34.238460 -15.184931 41.733431 0.6853 -1.0260 -1.8964
H 31.490309 -19.878811 37.244660 -0.5630 -0.2282 -0.4146
O 37.277115 -18.568825 35.241774 -1.4342 -0.7277 1.8050
O 34.632988 -23.750498 35.967424 -1.1883 -3.2819 1.7240
H 36.723180 -25.932035 32.222749 0.4340 2.5781 -0.4026
C 33.547649 -16.601880 40.021050 -6.4208 -4.0867 2.8689
O 38.891780 -17.158900 37.557081 9.0147 -1.1644 4.6716
H 39.828178 -16.445444 33.270521 -2.4424 -3.9727 -0.4757
O 33.423225 -19.105396 37.453590 5.5859 -1.7969 -3.3581
O 40.964473 -18.434847 35.970755 4.0687 -2.8257 -5.5988
H 36.324882 -18.824157 28.100977 -1.2781 -1.2615 2.2987
O 35.915593 -22.308368 40.651097 2.6728 -2.9117 3.2237
C 37.117057 -24.937532 31.711441 -2.8913 -1.6341 2.3261
```
Positions in Å, forces in eV/Å.

Properties
LUMO energy, eV: 0.368
Orbital gap, Ha: 0.2618
HOMO level, eV: -6.757
Net charge: -1
Energy relative to the best compared isomer or geometry (same formula, charge and spin), eV: 4.930
Maximum force, eV/Å: 16.18

Atomic partial charges in e from the Mulliken method, atoms 1 to 2: number 1, H, carries 0.2678; number 2, O, carries -1.0441